# 1
{"formula": "C3H11NO4", "method": "wB97M-V/def2-TZVPD", "total_charge": 0, "homo_ha": -0.3617, "gap_ev": 10.40, "species": ["H", "H", "H", "H", "C", "C", "H", "O", "H", "H", "H", "H", "O", "H", "H", "O", "C", "O", "N"], "xyz": [[0.2520, 0.2643, -4.2834], [0.6297, 2.0367, 1.5383], [-2.0554, 0.5043, 1.7518], [1.9198, 1.8747, 0.3809], [1.0139, 1.3686, 0.7722], [-1.4583, -0.1917, 1.1663], [0.4204, 1.2920, -1.2345], [0.4882, 0.1799, -3.3337], [1.6046, -0.4469, 0.7856], [1.3568, -2.8495, 1.6335], [-0.3820, 0.1209, -2.9137], [-0.6520, -0.3994, 1.8662], [1.4437, 0.2045, 1.4627], [0.3738, -2.2489, 2.6656], [-1.9002, -1.1949, 1.0642], [0.5133, -2.3787, 1.7402], [-1.0065, 0.2692, -0.2053], [-1.5720, -0.0023, -1.2549], [0.0808, 1.1402, -0.2997]], "mulliken_charge": [0.33, 0.25, 0.34, 0.36, -0.50, -1.00, 0.31, -0.65, 0.31, 0.29, 0.35, 0.21, -0.48, 0.32, 0.32, -0.60, 0.67, -0.68, -0.15]}

# 2
{"formula": "C3H11NO4", "method": "wB97M-V/def2-TZVPD", "total_charge": 0, "homo_ha": -0.3707, "gap_ev": 10.36, "species": ["H", "O", "H", "H", "H", "H", "O", "C", "N", "C", "O", "C", "H", "O", "H", "H", "H", "H", "H"], "xyz": [[0.6887, -3.3051, -1.0374], [-2.2762, 0.3270, 0.0497], [-1.4109, 0.7338, -3.5603], [1.5232, 0.1513, 1.4495], [2.0401, -2.9782, -0.4279], [-1.9068, -0.2763, 2.5650], [1.4502, -3.7137, -0.6050], [1.2659, 0.6931, 0.5354], [-0.0460, 0.3374, 0.0229], [-1.1796, 0.4393, 2.1825], [-1.2550, 1.6355, -3.2470], [-1.2417, 0.3556, 0.6857], [-0.0859, 0.6394, -0.9411], [2.2330, 0.3433, -0.4374], [-1.9462, 1.7462, -2.5825], [1.3802, 1.7675, 0.6867], [-1.3986, 1.4635, 2.5058], [2.3501, -0.6078, -0.4281], [-0.1845, 0.2482, 2.5833]], "mulliken_charge": [0.33, -0.62, 0.32, 0.34, 0.31, 0.31, -0.63, -0.49, -0.06, -0.90, -0.66, 0.55, 0.31, -0.51, 0.33, 0.30, 0.25, 0.25, 0.30]}

# 3
{"formula": "C3H11NO4", "method": "wB97M-V/def2-TZVPD", "total_charge": 0, "homo_ha": -0.3305, "gap_ev": 9.02, "species": ["H", "H", "H", "H", "H", "O", "O", "O", "H", "N", "H", "C", "H", "C", "H", "O", "C", "H", "H"], "xyz": [[-1.9915, -1.6577, -1.2025], [0.8679, -0.0533, -0.0426], [-0.9691, -1.3474, 1.5890], [-1.5870, 0.2836, 1.0456], [0.5058, -2.5653, 0.2579], [0.1222, 0.1739, 2.2157], [2.5177, 1.9975, 0.4959], [-1.1371, 2.6323, -1.2250], [0.6875, -2.0301, -1.3946], [-0.0060, -0.5411, -0.0548], [-0.2322, 2.6723, -0.8973], [0.0743, -1.9077, -0.4963], [3.2492, 1.7418, -0.0696], [-0.7171, -0.3516, 1.2146], [2.1941, 2.8736, 0.2666], [-1.6114, -3.6029, -0.7638], [-1.3004, -2.4488, -0.8364], [-1.2403, 3.1578, -2.0257], [0.5733, 0.9730, 1.9233]], "mulliken_charge": [0.35, 0.15, 0.31, 0.29, 0.36, -0.53, -0.62, -0.60, 0.39, -0.20, 0.29, -0.58, 0.31, -0.37, 0.31, -0.48, 0.04, 0.30, 0.29]}

# 4
{"formula": "C3H11NO4", "method": "wB97M-V/def2-TZVPD", "total_charge": 0, "homo_ha": -0.3750, "gap_ev": 10.75, "species": ["H", "O", "H", "H", "H", "C", "H", "H", "H", "H", "O", "O", "C", "C", "H", "N", "H", "O", "H"], "xyz": [[2.3939, 1.6056, 0.5609], [1.4075, 2.0732, -1.0923], [-0.9688, -3.6835, -2.5260], [-0.6030, 1.7395, 0.9483], [-3.0326, 0.9687, 0.2840], [1.1871, -0.9428, 0.0692], [0.7082, -1.7397, -0.5049], [-0.3418, -4.9499, -3.0319], [1.3181, 2.9509, 0.7791], [-2.1798, 0.8378, 1.5816], [-2.6573, 1.4450, 1.0131], [-0.2978, -4.3091, -2.3100], [0.0845, -0.1211, 0.6972], [1.3817, 1.9466, 0.3442], [0.5755, 1.7561, -1.4242], [0.2761, 1.2428, 0.8596], [1.5541, -1.5435, 0.9060], [-0.8920, -0.6681, 1.1715], [1.9050, -0.3981, -0.5295]], "mulliken_charge": [0.34, -0.53, 0.31, 0.34, 0.31, -0.88, 0.22, 0.31, 0.30, 0.35, -0.69, -0.62, 0.65, -0.54, 0.34, -0.17, 0.26, -0.67, 0.38]}

# 5
{"formula": "C3H11NO4", "method": "wB97M-V/def2-TZVPD", "total_charge": 0, "homo_ha": -0.3695, "gap_ev": 10.60, "species": ["O", "H", "C", "H", "C", "H", "C", "H", "O", "H", "H", "H", "H", "H", "O", "H", "N", "H", "O"], "xyz": [[0.7959, 0.8421, 0.0193], [1.4190, -1.2076, -1.6595], [0.0703, -0.0624, -0.3847], [4.2248, 0.3143, -0.8567], [0.5252, -1.2836, -1.0808], [-0.9059, 3.2948, 1.1563], [-2.1958, -1.0196, 0.2576], [-1.0416, -1.8842, 1.5836], [3.5926, 0.5582, -1.5386], [-2.9640, -0.7249, 0.9960], [-1.5534, 0.9162, 0.6142], [0.2749, 2.2232, 1.4704], [-0.3215, -1.5489, -1.7494], [-2.6010, -1.4216, -0.6884], [-0.5702, 2.6344, 1.7649], [0.5582, -2.1482, -0.3581], [-1.2684, 0.0725, -0.0225], [2.8115, 0.7975, -1.0320], [-1.5161, -2.1545, 0.7793]], "mulliken_charge": [-0.67, 0.42, 0.64, 0.31, -1.03, 0.31, -0.45, 0.31, -0.65, 0.33, 0.35, 0.35, 0.29, 0.28, -0.67, 0.25, -0.19, 0.34, -0.52]}

# 6
{"formula": "C3H11NO4", "method": "wB97M-V/def2-TZVPD", "total_charge": 1, "homo_ha": [-0.5175, -0.5170], "gap_ev": [5.81, 4.87], "spin_multiplicity": 2, "species": ["O", "C", "H", "C", "O", "H", "O", "O", "H", "H", "H", "H", "C", "H", "H", "H", "H", "H", "N"], "xyz": [[-2.2225, -1.3011, 0.2108], [2.1502, -0.7710, 0.9035], [-1.5118, -1.6335, 0.7679], [-0.3086, 0.7941, -1.2688], [-0.8847, -0.1048, -1.8581], [-3.3778, 1.7385, -0.0573], [-3.4582, 1.0902, 0.6532], [3.0665, -0.9140, -0.1593], [-0.3662, 1.8535, -1.5336], [2.2867, 0.0644, 1.6408], [2.3696, 1.5427, -0.6268], [-1.8491, -1.2820, -0.6840], [0.3791, 0.6458, -0.0362], [2.2509, -1.7372, 1.4440], [2.9640, 0.0342, -0.4269], [-3.2093, 0.2364, 0.2322], [0.3838, 1.4510, 0.6970], [0.6363, -1.1050, -0.4002], [0.7011, -0.6025, 0.5017]], "mulliken_charge": [-0.66, -0.54, 0.31, 0.14, -0.42, 0.30, -0.63, -0.33, 0.39, 0.41, 0.24, 0.39, -0.34, 0.33, 0.24, 0.35, 0.47, 0.40, -0.04]}

One value per record, in order, for energy: -12969.5521; -12969.4734; -12968.2548; -12969.5200; -12969.4486; -12955.4890 eV.